Molecular formula: C4H8NO2S
Method: DFT, the ωB97M-V functional and the def2-TZVPD basis

Positions of all 16 atoms, in Å:
1 C -2.161 -0.018 0.651
2 C 2.089 0.638 -0.894
3 C 1.938 -0.804 1.192
4 C 1.528 0.261 0.518
5 N -1.181 -0.516 0.035
6 O -2.357 0.167 1.805
7 O -1.260 -0.796 -1.349
8 S -3.567 1.031 -0.596
9 H 1.358 0.399 -1.711
10 H 2.375 1.637 -0.809
11 H 2.870 -0.137 -1.212
12 H -2.086 -0.167 -1.567
13 H 1.548 -1.127 2.269
14 H 2.572 -1.579 0.801
15 H 0.788 0.969 0.823
16 H -4.455 0.040 0.043

As for the charge: -1. The value obtained for the energy above the lowest of the compared OMol25 structures with the same formula, charge and spin is 98.7 kcal/mol. Its HOMO energy is -3.80 eV.